Here is a molecular structure, C23H45N4O2P3Pd from OMol25. Energies are from ωB97M-V/def2-TZVPD.

Geometry as XYZ:
```
78
Properties=species:S:1:pos:R:3:forces:R:3
H 2.52245 -0.16405 4.54356 -0.151 0.100 -0.373
C 1.56698 0.63152 -0.50765 -1.997 1.697 1.290
H 5.18019 0.36442 -1.90976 -0.151 -0.126 0.132
H 2.02932 -2.26692 -1.04457 0.318 0.080 -0.012
O 0.98744 1.31351 0.30135 2.329 -1.978 -2.111
H 0.94886 -1.94305 -3.50670 -0.092 0.030 -0.276
C -1.35718 -2.97565 -0.94264 0.794 -0.180 -0.261
H -0.59464 -2.99901 -0.15036 -0.299 0.074 -0.093
N -0.11567 -1.79565 5.06756 -0.047 0.414 -1.167
H -1.56708 3.11708 0.83144 0.173 0.298 -0.161
P -0.92821 3.17019 -1.50721 -0.469 1.224 0.263
H -2.88230 4.47813 -2.08286 0.033 -0.172 0.028
C 1.11620 -2.33040 4.43951 -0.439 0.000 0.323
C 0.12185 -0.39276 5.47672 -0.078 -0.206 0.028
H -3.39899 -2.96459 1.27541 0.041 0.273 -0.127
C -0.86417 3.70915 0.23227 0.234 -0.511 0.163
N -0.81989 -0.98890 2.85867 0.535 0.290 -0.409
C -3.88149 -1.70487 -1.82140 -0.240 0.347 -0.604
H -2.59232 0.42663 -4.04614 0.146 0.042 -0.212
H -1.17608 2.42396 -4.46615 0.061 -0.145 -0.290
C -1.77904 -0.05471 -0.67243 0.448 2.462 1.605
H -0.20023 0.97367 2.42605 -0.147 -0.002 0.220
P -2.59111 -1.73699 -0.59608 -0.779 -0.690 1.230
H 1.28907 2.26565 -4.26153 -0.146 -0.181 -0.275
C 2.96909 -1.82119 -1.40660 -0.550 -0.261 -0.360
C -3.19884 -1.90036 1.06198 -0.552 -0.210 0.269
H -3.48181 -1.81814 -2.84000 -0.171 -0.025 0.332
H -4.59615 -2.52439 -1.63756 0.260 0.190 0.071
O -1.81403 0.84427 0.13373 -0.303 -2.885 -1.976
C -2.66306 3.40498 -2.01452 0.104 -0.618 -0.094
H 0.92450 -0.37837 6.22537 -0.305 0.082 -0.109
C -1.19446 -1.78204 4.04539 0.350 -0.319 0.924
C 1.75419 -0.12865 3.75589 -0.479 -0.167 0.268
H 3.71611 1.10628 -2.59958 0.164 -0.061 0.259
H -4.13973 -1.33772 1.17533 0.263 -0.141 -0.082
H 0.25596 -2.57853 1.98559 0.093 0.164 0.054
H -1.45469 0.83016 3.71711 0.216 -0.045 -0.135
H 2.35388 0.08568 -3.82216 -0.159 -0.044 -0.121
C 4.22674 0.84805 -1.66280 -0.053 0.532 -0.101
H -1.40824 -2.81694 3.74245 0.013 0.216 0.069
H 4.44698 1.77161 -1.11286 -0.012 -0.126 -0.081
C 0.67665 1.36568 -4.22611 1.117 1.671 -1.623
H -2.09088 -1.33018 4.49381 0.192 -0.216 -0.132
C 0.43455 -1.53728 2.29516 0.035 0.060 0.802
H 4.79777 -0.92889 0.98744 -0.155 0.043 -0.037
H -0.85045 -2.80303 -1.90251 -0.225 -0.059 0.300
N 0.52801 0.44650 4.32971 -0.127 -0.328 -0.763
C 0.48658 -0.99717 -3.76919 0.770 -2.283 -1.116
C 1.27714 0.14093 -3.94270 1.719 -0.807 -1.365
H 0.71608 -0.92319 1.42182 -0.080 -0.147 0.128
P 3.21925 -0.21829 -0.64370 0.902 -0.449 0.979
H 1.12911 4.24631 -2.11087 -0.293 0.252 -0.096
H 1.92096 -2.31155 5.18409 -0.177 -0.168 -0.209
C -1.51027 0.33400 -4.10290 -1.631 -0.189 -1.510
H 0.14634 3.54076 0.62521 -0.290 0.275 -0.031
H -1.12111 4.77633 0.29633 0.054 -0.214 -0.142
Pd -0.18857 0.53842 -2.53425 -0.644 2.653 9.226
H -2.83862 2.92372 -2.98525 -0.108 0.311 0.173
H 0.00529 4.21985 -3.49773 -0.021 0.242 0.284
H -4.42249 -0.74704 -1.75969 0.031 -0.326 0.044
C -0.53613 0.39835 3.29962 0.431 -0.015 0.659
H 2.09648 0.50326 2.92175 -0.122 -0.064 0.226
H -3.31785 2.93133 -1.27023 0.119 0.237 -0.175
H 3.13082 -1.02290 1.65590 0.121 0.054 -0.261
H -0.25157 5.40209 -2.16132 0.046 -0.221 -0.053
H 0.92086 -3.35663 4.09913 0.163 0.197 0.218
C -0.90474 -0.89692 -3.84058 -0.556 -2.227 -1.373
H 3.95851 0.56660 1.46645 -0.011 -0.245 -0.063
H 3.79355 -2.49722 -1.12886 -0.122 0.330 0.044
H -0.80688 0.01775 5.89886 0.361 -0.137 0.014
C 0.07893 4.38505 -2.41384 0.352 -0.589 -0.182
H -2.44940 -1.51744 1.78921 -0.002 -0.042 -0.316
H -1.50701 -1.77219 -3.62743 0.050 0.096 -0.267
H 2.93619 -1.76498 -2.50458 0.108 0.057 0.385
C 3.81790 -0.42984 1.02111 0.349 0.228 0.264
N 1.54269 -1.52190 3.26893 -0.257 0.350 -0.364
H -1.81871 -3.97511 -0.98570 -0.115 0.323 0.063
C -0.70936 1.45376 -4.33094 -0.938 1.928 -1.827
```
Forces are in eV/Å.

Charge: +4
E_tot (Eh): -2423.0776
Expectation value of S²: 6.014
Spin multiplicity: 5
Relative energy (zero: lowest compared OMol25 entry of this formula, charge and spin) (kJ/mol): 14.6